{"formula": "C64H144ClN8O4", "method": "ωB97M-V/def2-TZVPD", "species": ["Cl", "O", "O", "O", "O", "N", "N", "N", "N", "N", "N", "N", "N", "C", "C", "C", "C", "C", "C", "C", "C", "C", "C", "C", "C", "C", "C", "C", "C", "C", "C", "C", "C", "C", "C", "C", "C", "C", "C", "C", "C", "C", "C", "C", "C", "C", "C", "C", "C", "C", "C", "C", "C", "C", "C", "C", "C", "C", "C", "C", "C", "C", "C", "C", "C", "C", "C", "C", "C", "C", "C", "C", "C", "C", "C", "C", "C", "H", "H", "H", "H", "H", "H", "H", "H", "H", "H", "H", "H", "H", "H", "H", "H", "H", "H", "H", "H", "H", "H", "H", "H", "H", "H", "H", "H", "H", "H", "H", "H", "H", "H", "H", "H", "H", "H", "H", "H", "H", "H", "H", "H", "H", "H", "H", "H", "H", "H", "H", "H", "H", "H", "H", "H", "H", "H", "H", "H", "H", "H", "H", "H", "H", "H", "H", "H", "H", "H", "H", "H", "H", "H", "H", "H", "H", "H", "H", "H", "H", "H", "H", "H", "H", "H", "H", "H", "H", "H", "H", "H", "H", "H", "H", "H", "H", "H", "H", "H", "H", "H", "H", "H", "H", "H", "H", "H", "H", "H", "H", "H", "H", "H", "H", "H", "H", "H", "H", "H", "H", "H", "H", "H", "H", "H", "H", "H", "H", "H", "H", "H", "H", "H", "H", "H", "H", "H", "H", "H", "H", "H", "H", "H"], "coordinates": [[-7.390, -0.818, -6.458], [-8.053, -1.671, -7.402], [-8.092, -0.798, -5.249], [-6.075, -1.212, -6.195], [-7.461, 0.534, -6.810], [-9.367, 1.341, -1.154], [-8.577, -2.959, -12.989], [-7.232, -4.959, -3.484], [-3.654, 1.709, -4.213], [-2.932, 1.553, -11.976], [-12.948, -5.051, -7.772], [-7.825, 4.820, -8.451], [-2.617, -5.454, -8.530], [-6.375, 4.739, -7.900], [-2.837, 0.480, -4.657], [-5.070, -4.638, -2.415], [-7.384, 6.543, -6.704], [-9.569, -0.198, 0.649], [-10.405, 1.894, -0.132], [-2.507, 3.661, -5.232], [-8.399, 3.376, -8.295], [-9.813, -7.594, -4.976], [-4.809, -4.249, -8.973], [-1.653, 0.101, -3.705], [-6.031, -5.023, -4.469], [-1.587, 3.693, -11.618], [-2.768, 2.940, -3.922], [-3.763, 1.682, -13.321], [-3.832, -3.303, -8.345], [-7.918, -3.639, -3.709], [-6.541, -4.889, -2.140], [-10.605, 0.882, 0.955], [-5.037, 0.784, -10.743], [-3.541, 0.384, -11.121], [-9.601, 1.439, -2.716], [-9.637, 2.995, -4.722], [-0.734, 2.722, -12.422], [-4.851, -4.370, -3.837], [-2.778, 2.945, -11.239], [-4.651, 1.374, -3.017], [-5.359, -0.120, -9.586], [-13.020, -6.638, -8.060], [-10.336, 1.949, -8.440], [-6.131, 6.119, -7.395], [-8.471, 5.886, -7.517], [-10.136, -1.754, -11.538], [-14.324, -4.298, -7.698], [-1.756, -9.295, -7.606], [-3.439, 3.141, -6.249], [-9.360, -6.647, -13.898], [-2.163, -8.100, -8.505], [-9.233, -5.152, -14.298], [-15.054, -4.592, -6.416], [-7.811, 5.221, -9.960], [-8.773, -6.434, -5.018], [-12.080, -4.763, -6.596], [-7.806, -2.441, -14.238], [-1.428, 1.300, -12.286], [-9.374, -0.139, -0.817], [-8.767, -1.178, -11.290], [-1.419, -5.295, -9.597], [-2.238, -6.772, -7.763], [-4.465, 2.297, -5.421], [-16.416, -3.810, -6.439], [-9.935, 3.410, -8.602], [-7.946, 1.921, -0.760], [-7.908, -2.433, -11.712], [-12.043, -4.351, -8.924], [-2.901, -4.235, -7.629], [-11.652, -3.254, -6.696], [-1.203, -1.421, -3.899], [-4.028, -5.571, -9.260], [-8.506, -4.528, -13.010], [-11.218, -3.264, -8.213], [-10.044, 2.763, -3.251], [-8.134, -6.197, -3.657], [-10.065, -2.484, -12.878], [-5.177, -3.856, -9.920], [-7.731, 1.780, 0.299], [-11.460, -5.162, -9.358], [-12.797, -3.958, -9.606], [-11.170, -2.298, -8.717], [-8.116, -3.162, -10.930], [-0.724, 3.058, -13.459], [-8.873, -4.832, -12.030], [-5.732, -4.499, -8.450], [-3.125, 2.411, -13.821], [-0.497, -5.176, -9.027], [-1.465, 3.543, -5.529], [-8.430, -0.546, -1.180], [-6.617, -5.914, -1.776], [-8.612, -0.953, -10.235], [-8.821, -6.170, -2.811], [-4.941, 1.576, -6.085], [-5.576, 0.406, -11.612], [-0.677, -9.261, -7.457], [-5.423, 2.136, -2.913], [-13.799, -6.989, -7.383], [-7.091, -4.250, -1.449], [-3.659, 3.570, -11.385], [-5.850, 6.723, -8.258], [-10.282, 0.615, -2.930], [-4.279, -2.596, -7.646], [-1.176, 4.162, -10.724], [-1.510, -4.304, -10.043], [-6.822, -2.906, -14.303], [-3.336, -0.547, -11.651], [-4.637, 0.013, -8.781], [-9.070, 6.673, -7.976], [-9.852, 4.040, -4.945], [-5.335, 6.037, -6.655], [-1.365, -8.057, -9.246], [-1.936, -10.210, -8.171], [-11.298, 1.673, -8.009], [-8.852, -4.922, -15.293], [0.288, 2.696, -12.047], [-4.824, -3.333, -4.173], [-10.260, -4.785, -14.312], [-3.359, 3.566, -3.254], [-5.254, 0.488, -3.211], [-9.706, 1.331, -7.801], [-9.567, -1.186, 1.109], [-12.472, -2.565, -6.491], [-2.903, 0.336, -10.239], [-7.513, 6.133, -5.702], [-4.706, 2.167, -13.068], [-7.818, -1.351, -14.222], [-2.858, 2.681, -10.184], [-6.377, 0.054, -9.236], [-8.589, 2.916, -5.014], [-12.546, -5.013, -5.643], [-0.648, -1.434, -4.836], [-11.243, 2.098, -0.799], [-7.876, 2.729, -8.999], [-6.355, -4.508, -5.373], [-10.388, 1.518, 1.813], [-8.294, -2.704, -15.177], [-1.487, -6.144, -10.277], [-4.553, -5.515, -2.025], [-8.655, 0.125, 1.147], [-11.624, 0.500, 1.017], [-7.206, 1.253, -1.200], [-2.370, 0.639, -5.629], [-10.082, -7.973, -5.962], [-5.450, -1.176, -9.840], [-10.182, -3.476, -8.480], [-10.200, 3.731, -9.610], [-16.162, -2.775, -6.665], [-9.499, 3.522, -2.689], [-3.981, 1.353, -2.157], [-8.401, -7.143, -14.048], [-7.979, -6.647, -5.734], [-10.169, 1.468, -9.405], [-5.179, 2.998, -4.989], [-2.681, 4.722, -5.050], [-8.099, 2.987, -7.322], [-7.872, 2.984, -0.993], [-0.759, 0.592, -4.089], [-3.877, 3.907, -6.889], [-1.857, 2.507, -3.508], [-9.258, -5.579, -5.489], [-3.910, 0.827, -13.982], [-3.081, -8.323, -9.050], [-3.584, -0.314, -4.672], [-8.610, 1.249, -3.127], [-10.129, 2.870, 0.267], [-7.508, 7.625, -6.666], [-14.112, -3.240, -7.852], [-1.272, -6.597, -7.289], [-1.998, -3.821, -7.180], [-7.160, -2.888, -3.484], [-17.001, -3.896, -5.523], [-0.561, -1.715, -3.068], [-4.598, -3.848, -1.829], [-8.806, 4.950, -10.314], [-5.408, 1.785, -10.524], [-15.286, -5.652, -6.522], [-4.502, -6.377, -8.701], [-2.031, -2.128, -3.940], [-5.832, -6.079, -4.654], [-12.049, -7.129, -8.002], [-10.515, 4.025, -7.915], [-10.283, -1.928, -13.790], [-10.946, -1.043, -11.695], [-8.498, -0.368, -11.968], [-10.492, -2.548, -10.882], [-5.749, 4.487, -8.756], [-14.564, -4.301, -5.487], [-2.981, -6.714, -6.968], [-1.900, 0.327, -2.668], [-9.433, -8.393, -4.339], [-10.856, -3.180, -5.955], [-6.841, -2.223, -11.781], [-9.720, -6.761, -12.875], [-14.801, -4.652, -8.612], [-9.263, 5.387, -6.957], [-17.038, -4.043, -7.303], [-13.390, -6.740, -9.080], [-2.994, 2.514, -7.021], [-7.494, -7.048, -3.424], [-1.830, 4.598, -12.174], [-1.019, 0.868, -11.373], [-3.181, -2.766, -9.035], [-3.346, -4.584, -6.698], [-11.084, 2.996, -3.025], [-2.124, -9.327, -6.581], [-1.336, 0.651, -13.157], [-7.071, 4.712, -10.579], [-11.236, -5.442, -6.713], [-3.813, -5.898, -10.277], [-6.114, 3.930, -7.217], [-9.951, -7.218, -14.614], [-7.627, 6.294, -10.016], [-7.454, -4.742, -12.819], [-8.732, -3.653, -2.984], [-8.272, -3.527, -4.734], [-10.756, -3.310, -12.704], [-10.785, -7.384, -4.531], [-10.092, 2.343, -5.468], [-10.152, -0.672, -1.365], [-3.862, -4.815, -3.945]], "mulliken_charge": [-0.46, -0.01, -0.37, -0.22, 0.12, 0.32, 0.84, 0.43, 0.61, 0.34, 0.15, 0.68, 0.30, 0.06, 0.17, -1.16, -0.78, -0.77, -0.57, -0.81, 0.09, -1.40, 0.21, -0.89, -0.91, -0.67, -0.62, -0.92, 0.43, -1.15, -0.58, -0.64, 0.22, -1.37, -0.41, -0.84, -0.80, 0.30, -0.12, -1.24, -0.53, -0.85, -1.25, -0.56, -0.10, 0.10, -0.98, -1.37, -0.16, -1.28, -0.25, -0.05, 0.00, -0.71, 0.31, -0.85, -1.01, -0.54, -0.63, -0.02, -0.89, -0.71, -0.43, -1.40, -0.13, -1.01, -1.22, -0.78, -0.90, -0.68, -1.16, -0.70, -1.10, -0.21, -0.52, -1.07, -0.75, -0.18, 0.47, 0.33, 0.36, 0.52, 0.15, 0.34, 0.24, 0.28, 0.46, 0.34, 0.29, 0.34, 0.43, 0.10, 0.52, -0.21, 0.29, 0.39, 0.48, 0.34, 0.39, 0.22, 0.48, 0.38, -0.10, 0.40, 0.34, 0.35, 0.49, 0.58, 0.39, 0.40, 0.34, 0.32, 0.37, 0.46, 0.41, 0.37, -0.35, 0.32, 0.38, 0.30, 0.08, 0.49, 0.47, 0.49, 0.28, 0.35, 0.39, 0.12, -0.12, -0.03, 0.47, 0.39, 0.35, -0.09, 0.52, 0.33, 0.38, 0.41, 0.41, 0.27, 0.37, 0.27, 0.44, 0.37, -0.33, 0.09, 0.46, 0.37, 0.37, 0.51, 0.35, 0.30, 0.26, 0.43, 0.37, -0.35, 0.36, 0.43, 0.36, 0.42, -0.05, 0.30, 0.37, -0.12, -0.07, 0.45, 0.35, 0.50, 0.37, 0.64, 0.62, 0.36, 0.42, 0.47, 0.32, 0.24, 0.27, 0.37, 0.08, 0.48, 0.37, 0.40, 0.21, 0.69, 0.39, -0.59, 0.07, 0.27, 0.39, 0.47, 0.44, 0.31, 0.31, 0.30, 0.44, -0.11, 0.37, 0.40, 0.14, 0.52, 0.38, 0.35, 0.06, -0.12, 0.48, 0.35, 0.42, 0.25, 0.41, 0.28, -0.30, 0.41, 0.39, 0.54, 0.39, 0.03, 0.42, 0.32, 0.35, 0.46, 0.42], "lumo_energy_ev": -12.4, "total_charge": 7, "energy_ha": -3720.8335, "relative_energy_kcal_mol": 193.8, "gap_ev": 10.180}